(1)
{
  "formula": "C42H66IIrN3O3PS2",
  "method": "ωB97M-V/def2-TZVPD",
  "multiplicity": 2,
  "total_charge": 1,
  "lumo_energy_ev": [-3.9, -4.5],
  "homo_lumo_gap_ev": [6.149, 5.519],
  "species": ["Ir", "C", "C", "C", "P", "C", "C", "C", "C", "C", "C", "C", "C", "C", "C", "N", "C", "C", "C", "C", "C", "C", "C", "C", "C", "H", "H", "H", "H", "H", "H", "H", "H", "H", "H", "H", "H", "H", "H", "H", "H", "H", "H", "H", "H", "H", "H", "H", "H", "H", "H", "H", "H", "H", "H", "H", "I", "C", "C", "C", "O", "H", "H", "H", "H", "H", "H", "H", "C", "C", "C", "S", "O", "C", "C", "C", "H", "H", "H", "H", "H", "H", "H", "H", "H", "H", "H", "H", "H", "H", "C", "C", "C", "N", "C", "S", "N", "C", "O", "C", "C", "C", "C", "C", "C", "H", "H", "H", "H", "H", "H", "H", "H", "H", "H", "H", "H", "H", "H"],
  "positions_angstrom": [[0.06, 0.16, 0.25], [-0.18, -3.80, 2.58], [0.40, -3.67, 1.18], [0.54, -5.05, 0.54], [-0.51, -2.36, 0.16], [-0.67, -3.12, -1.54], [0.64, -2.97, -2.31], [-1.82, -2.48, -2.31], [-2.23, -2.40, 0.74], [-2.94, -3.58, 0.95], [-4.24, -3.58, 1.44], [-4.97, -4.86, 1.68], [-4.85, -2.34, 1.71], [-4.20, -1.16, 1.46], [-2.87, -1.15, 0.97], [-2.21, 0.00, 0.79], [-2.84, 1.23, 0.71], [-3.59, 1.59, -0.43], [-3.83, 0.60, -1.53], [-4.05, 2.89, -0.55], [-3.84, 3.85, 0.44], [-4.32, 5.24, 0.26], [-3.16, 3.46, 1.59], [-2.66, 2.18, 1.73], [-2.00, 1.78, 3.02], [0.53, -4.29, 3.24], [-1.09, -4.40, 2.58], [-0.42, -2.82, 3.00], [1.40, -3.24, 1.27], [-0.42, -5.54, 0.41], [1.14, -5.68, 1.19], [1.05, -5.01, -0.42], [-0.90, -4.18, -1.39], [0.92, -1.91, -2.36], [0.52, -3.36, -3.32], [1.45, -3.50, -1.83], [-1.61, -1.42, -2.44], [-2.77, -2.60, -1.79], [-1.90, -2.93, -3.30], [-2.48, -4.53, 0.72], [-4.45, -5.70, 1.23], [-5.98, -4.81, 1.28], [-5.06, -5.05, 2.75], [-5.85, -2.32, 2.10], [-4.66, -0.22, 1.69], [-2.88, 0.19, -1.85], [-4.31, 1.09, -2.38], [-4.46, -0.22, -1.19], [-4.58, 3.17, -1.45], [-5.30, 5.26, -0.23], [-3.63, 5.80, -0.38], [-4.39, 5.76, 1.21], [-3.01, 4.17, 2.38], [-1.41, 2.61, 3.41], [-1.35, 0.92, 2.84], [-2.75, 1.51, 3.76], [0.73, 2.63, 0.85], [4.01, 0.52, -0.41], [3.18, -0.74, -0.08], [3.92, -2.01, -0.56], [1.92, -0.69, -0.60], [4.95, 0.49, 0.13], [3.45, 1.41, -0.11], [4.21, 0.58, -1.47], [3.12, -0.79, 1.03], [4.11, -1.94, -1.63], [3.29, -2.88, -0.38], [4.86, -2.12, -0.03], [-2.30, 0.07, -6.09], [-1.75, 0.60, -4.77], [-0.26, 0.35, -4.66], [0.49, 0.86, -3.04], [-0.58, 0.54, -2.03], [0.34, 2.68, -3.26], [1.53, 3.22, -4.03], [2.85, 2.71, -3.47], [-3.37, 0.25, -6.15], [-2.13, -1.00, -6.18], [-1.83, 0.57, -6.93], [-2.26, 0.10, -3.95], [-1.98, 1.67, -4.70], [0.30, 0.89, -5.43], [-0.05, -0.71, -4.75], [0.32, 3.09, -2.25], [-0.61, 2.90, -3.75], [1.50, 4.32, -3.99], [1.45, 2.94, -5.09], [2.86, 2.81, -2.38], [3.68, 3.28, -3.87], [3.00, 1.66, -3.72], [-0.91, 0.61, 7.66], [-0.73, 1.84, 6.77], [0.56, 1.80, 5.96], [0.47, 0.76, 4.95], [1.43, 0.36, 4.12], [1.08, -0.64, 2.80], [2.73, 0.72, 4.34], [3.51, 0.57, 5.50], [4.61, 1.05, 5.53], [2.91, -0.24, 6.59], [3.20, 0.12, 7.91], [2.69, -0.62, 8.95], [1.89, -1.73, 8.70], [1.63, -2.11, 7.39], [2.15, -1.38, 6.34], [-1.85, 0.68, 8.19], [-0.11, 0.54, 8.38], [-0.91, -0.30, 7.07], [-0.71, 2.73, 7.40], [-1.58, 1.94, 6.10], [1.40, 1.60, 6.63], [0.74, 2.76, 5.47], [-0.46, 0.43, 4.76], [3.27, 0.93, 3.51], [3.83, 0.98, 8.09], [2.91, -0.34, 9.97], [1.49, -2.30, 9.51], [1.04, -2.99, 7.19], [1.98, -1.71, 5.32]],
  "mulliken_spin": [0.04, 0.01, 0.00, 0.00, -0.01, 0.02, 0.00, 0.01, 0.16, -0.02, 0.13, -0.01, -0.06, 0.18, 0.06, 0.46, -0.05, 0.05, 0.00, -0.02, 0.03, 0.00, -0.01, 0.04, 0.02, 0.00, 0.00, -0.01, 0.00, 0.00, 0.00, 0.00, 0.00, 0.00, 0.00, 0.00, -0.01, 0.00, 0.00, 0.00, 0.00, 0.01, 0.02, 0.00, 0.00, 0.00, 0.00, 0.00, 0.00, 0.00, 0.00, 0.00, 0.00, 0.00, -0.02, 0.00, 0.00, 0.00, 0.00, 0.00, -0.03, 0.00, 0.00, 0.00, 0.00, 0.00, 0.00, 0.00, 0.00, 0.00, 0.00, 0.00, 0.00, 0.00, 0.00, 0.00, 0.00, 0.00, 0.00, 0.00, 0.00, 0.00, 0.00, 0.00, 0.00, 0.00, 0.00, 0.00, 0.00, 0.00, 0.00, 0.00, 0.00, 0.00, 0.00, 0.00, 0.00, 0.00, 0.00, 0.00, 0.00, 0.00, 0.00, 0.00, 0.00, 0.00, 0.00, 0.00, 0.00, 0.00, 0.00, 0.00, 0.00, 0.00, 0.00, 0.00, 0.00, 0.00, 0.00]
}

(2)
{
  "formula": "C2H3NS3",
  "method": "ωB97M-V/def2-TZVPD",
  "total_charge": 0,
  "lumo_energy_ev": 0.2,
  "homo_lumo_gap_ev": 8.662,
  "de_lowest_kcal_mol": 6.8,
  "species": ["S", "C", "N", "S", "C", "S", "H", "H", "H"],
  "positions_angstrom": [[1.35, 2.16, 1.44], [0.67, 0.87, 0.68], [0.61, 0.80, -0.66], [0.11, -0.63, -1.51], [-0.83, -1.22, -0.06], [-0.02, -0.56, 1.41], [0.85, 1.65, -1.18], [-0.91, -2.31, -0.02], [-1.83, -0.76, -0.09]],
  "nbo_charge": [-0.12, -0.11, -0.74, 0.42, -0.70, 0.34, 0.44, 0.26, 0.23]
}

(3)
{
  "formula": "C40H36N2O5P2PtS3",
  "method": "ωB97M-V/def2-TZVPD",
  "total_charge": 0,
  "lumo_energy_ev": -0.4,
  "homo_lumo_gap_ev": 7.128,
  "de_lowest_kcal_mol": 21.6,
  "species": ["Pt", "O", "S", "C", "C", "C", "C", "C", "C", "P", "C", "C", "C", "C", "C", "C", "C", "C", "C", "C", "C", "C", "C", "C", "C", "C", "C", "C", "P", "C", "C", "C", "C", "C", "C", "C", "C", "C", "C", "C", "C", "H", "H", "H", "H", "H", "H", "H", "H", "H", "H", "H", "H", "H", "H", "H", "H", "H", "H", "H", "H", "H", "H", "H", "H", "H", "H", "H", "H", "S", "C", "N", "C", "C", "C", "N", "H", "H", "H", "H", "H", "H", "H", "H", "O", "S", "O", "O", "O"],
  "positions_angstrom": [[0.08, -0.52, 0.43], [0.74, 4.48, 2.01], [0.41, 3.21, 1.31], [-1.26, 3.46, 0.64], [-1.77, 4.73, 0.89], [-3.01, 5.09, 0.40], [-3.74, 4.18, -0.34], [-3.24, 2.91, -0.55], [-2.00, 2.51, -0.06], [-1.64, 0.71, -0.32], [-2.00, 0.58, -2.10], [-3.21, 0.15, -2.64], [-3.38, 0.10, -4.02], [-2.34, 0.48, -4.86], [-1.14, 0.91, -4.33], [-0.96, 0.95, -2.96], [-3.02, 0.00, 0.63], [-3.44, 0.62, 1.81], [-4.37, 0.01, 2.63], [-4.90, -1.23, 2.29], [-4.48, -1.86, 1.13], [-3.54, -1.26, 0.31], [1.22, 3.33, -0.31], [1.17, 4.54, -0.98], [1.84, 4.67, -2.19], [2.57, 3.61, -2.70], [2.63, 2.41, -2.01], [1.96, 2.25, -0.80], [2.02, 0.74, 0.20], [3.07, -0.44, -0.70], [4.17, -1.03, -0.09], [4.88, -2.03, -0.74], [4.50, -2.44, -2.00], [3.39, -1.88, -2.61], [2.67, -0.89, -1.96], [2.99, 1.24, 1.64], [4.14, 2.01, 1.47], [4.89, 2.39, 2.56], [4.50, 1.99, 3.84], [3.36, 1.23, 4.01], [2.59, 0.86, 2.92], [-1.17, 5.41, 1.47], [-3.40, 6.08, 0.60], [-4.72, 4.44, -0.74], [-3.85, 2.20, -1.10], [-4.02, -0.14, -1.99], [-4.32, -0.24, -4.43], [-2.48, 0.43, -5.94], [-0.33, 1.21, -4.98], [-0.02, 1.29, -2.54], [-3.03, 1.58, 2.10], [-4.67, 0.50, 3.55], [-5.62, -1.70, 2.94], [-4.88, -2.83, 0.87], [-3.17, -1.78, -0.56], [0.62, 5.37, -0.56], [1.80, 5.61, -2.73], [3.10, 3.72, -3.63], [3.23, 1.60, -2.40], [4.46, -0.72, 0.91], [5.73, -2.48, -0.24], [5.05, -3.22, -2.50], [3.07, -2.22, -3.59], [1.77, -0.50, -2.42], [4.44, 2.32, 0.47], [5.79, 2.99, 2.43], [5.10, 2.28, 4.70], [3.05, 0.92, 5.00], [1.68, 0.28, 3.05], [-0.62, -2.25, -1.20], [-0.58, -3.80, -0.41], [-1.56, -4.67, -0.66], [-1.69, -5.94, 0.04], [-1.04, -5.82, 1.40], [0.38, -5.32, 1.24], [0.42, -4.14, 0.37], [-2.31, -4.33, -1.25], [-1.22, -6.74, -0.55], [-2.75, -6.17, 0.12], [-1.05, -6.78, 1.91], [-1.59, -5.10, 2.01], [1.02, -6.10, 0.81], [0.80, -5.03, 2.20], [0.98, -3.35, 0.69], [1.04, -2.45, 3.88], [0.20, -1.95, 2.82], [1.21, -1.84, 1.56], [-0.27, -0.56, 3.00], [-0.89, -2.81, 2.40]],
  "lowdin_charge": [0.68, -0.48, 0.98, -0.35, -0.08, -0.06, -0.06, -0.08, -0.31, 0.88, -0.39, -0.09, -0.07, -0.08, -0.07, -0.10, -0.34, -0.07, -0.06, -0.07, -0.07, -0.12, -0.36, -0.05, -0.06, -0.06, -0.08, -0.35, 0.93, -0.35, -0.06, -0.07, -0.08, -0.07, -0.13, -0.38, -0.09, -0.08, -0.07, -0.05, -0.07, 0.10, 0.11, 0.11, 0.10, 0.10, 0.11, 0.10, 0.11, 0.08, 0.11, 0.11, 0.11, 0.10, 0.05, 0.12, 0.11, 0.11, 0.10, 0.11, 0.11, 0.10, 0.11, 0.08, 0.11, 0.10, 0.10, 0.11, 0.07, 0.67, -0.73, 0.03, -0.16, -0.16, -0.14, 0.04, 0.12, 0.12, 0.12, 0.12, 0.11, 0.12, 0.13, 0.07, -0.31, 0.27, -0.58, -0.41, -0.35]
}

(4)
{
  "formula": "C22H38FN2O9S3",
  "method": "ωB97M-V/def2-TZVPD",
  "total_charge": 1,
  "lumo_energy_ev": -4.7,
  "homo_lumo_gap_ev": 6.863,
  "species": ["C", "C", "O", "C", "C", "C", "C", "C", "C", "C", "O", "O", "N", "N", "C", "F", "H", "H", "H", "H", "H", "H", "H", "H", "H", "H", "H", "H", "H", "H", "C", "C", "C", "S", "O", "O", "C", "H", "H", "H", "H", "H", "H", "H", "H", "C", "C", "C", "S", "O", "O", "C", "H", "H", "H", "H", "H", "H", "H", "H", "C", "C", "C", "S", "O", "O", "C", "H", "H", "H", "H", "H", "H", "H", "H"],
  "positions_angstrom": [[-0.73, 0.78, 0.97], [0.32, 1.33, 0.00], [1.42, 0.43, -0.17], [2.26, 0.32, 0.97], [3.70, 0.61, 0.54], [4.18, 2.03, 0.69], [4.87, 2.69, -0.30], [5.32, 4.01, -0.12], [6.11, 4.75, -1.16], [5.78, 4.31, -2.57], [6.09, 3.24, -3.03], [5.11, 5.25, -3.25], [5.11, 4.68, 0.99], [4.45, 4.02, 1.93], [3.99, 2.78, 1.84], [3.40, 2.34, 2.91], [-1.74, 1.03, 0.64], [-0.60, 1.22, 1.97], [-0.59, -0.29, 1.10], [-0.13, 1.43, -0.98], [0.69, 2.30, 0.35], [2.21, -0.70, 1.33], [1.90, 0.96, 1.77], [4.42, -0.05, 1.04], [3.75, 0.38, -0.52], [5.09, 2.17, -1.23], [5.96, 5.82, -1.05], [7.17, 4.54, -1.00], [4.79, 4.86, -4.08], [4.28, 4.53, 2.79], [0.02, 0.30, -5.45], [0.01, -1.02, -4.66], [-0.80, -0.78, -3.38], [-1.98, 0.51, -3.78], [-1.68, 1.68, -2.98], [-3.31, -0.05, -3.78], [-1.42, 0.79, -5.45], [0.39, 0.16, -6.47], [0.66, 1.03, -4.95], [-0.46, -1.80, -5.26], [1.02, -1.36, -4.43], [-1.35, -1.67, -3.06], [-0.17, -0.42, -2.57], [-1.53, 1.85, -5.69], [-2.05, 0.19, -6.11], [-6.95, -1.60, 0.05], [-6.90, -1.24, -1.44], [-5.46, -1.47, -1.92], [-4.78, -2.76, -0.87], [-3.71, -2.20, -0.08], [-4.58, -3.96, -1.63], [-6.22, -2.94, 0.18], [-7.97, -1.67, 0.42], [-6.43, -0.84, 0.64], [-7.58, -1.89, -1.99], [-7.21, -0.21, -1.62], [-5.41, -1.80, -2.95], [-4.84, -0.59, -1.79], [-5.90, -3.17, 1.19], [-6.82, -3.76, -0.22], [-0.20, -3.85, 5.61], [-0.50, -2.45, 6.15], [0.66, -1.54, 5.75], [1.34, -2.24, 4.24], [2.69, -2.69, 4.49], [1.08, -1.35, 3.13], [0.25, -3.65, 4.17], [-1.07, -4.51, 5.67], [0.61, -4.31, 6.19], [-1.43, -2.08, 5.71], [-0.64, -2.46, 7.23], [0.35, -0.52, 5.55], [1.46, -1.55, 6.49], [0.80, -4.50, 3.75], [-0.58, -3.39, 3.52]],
  "lowdin_charge": [-0.05, -0.24, -0.15, -0.21, -0.06, -0.07, 0.13, -0.19, -0.01, -0.52, 0.12, 0.14, 0.17, 0.15, -0.20, 0.21, 0.08, 0.07, 0.08, 0.09, 0.11, 0.11, 0.11, 0.15, 0.13, 0.14, 0.14, 0.15, 0.14, 0.20, -0.22, -0.21, -0.20, 0.67, -0.33, -0.32, -0.23, 0.12, 0.12, 0.12, 0.11, 0.11, 0.09, 0.11, 0.11, -0.22, -0.21, -0.23, 0.66, -0.34, -0.33, -0.23, 0.11, 0.12, 0.12, 0.12, 0.10, 0.09, 0.10, 0.11, -0.21, -0.21, -0.22, 0.67, -0.32, -0.34, -0.22, 0.12, 0.12, 0.12, 0.12, 0.10, 0.11, 0.11, 0.11]
}

(5)
{
  "formula": "C5H4N2O",
  "method": "ωB97M-V/def2-TZVPD",
  "total_charge": 0,
  "lumo_energy_ev": -0.3,
  "homo_lumo_gap_ev": 7.843,
  "de_lowest_kcal_mol": 233.2,
  "species": ["C", "C", "C", "C", "C", "N", "N", "O", "H", "H", "H", "H"],
  "positions_angstrom": [[-1.51, 1.03, -0.19], [-0.27, 1.46, -0.50], [0.67, 0.79, 0.36], [0.30, -0.41, 0.77], [-1.65, -1.05, -0.26], [-2.32, 0.05, -0.90], [-2.67, -0.40, 0.42], [-1.98, 0.69, 1.05], [0.09, 2.00, -1.29], [1.72, 1.32, 0.60], [0.65, -1.27, 1.29], [-1.61, -2.07, -0.71]],
  "nbo_charge": [0.52, -0.43, -0.26, -0.08, 0.01, -0.31, -0.03, -0.33, 0.24, 0.23, 0.21, 0.23]
}

(6)
{
  "formula": "C23H27CeClF4N2O3S",
  "method": "ωB97M-V/def2-TZVPD",
  "total_charge": 2,
  "lumo_energy_ev": -8.0,
  "homo_lumo_gap_ev": 5.823,
  "de_lowest_kcal_mol": 11.6,
  "species": ["Ce", "C", "C", "N", "C", "C", "C", "C", "N", "C", "C", "F", "C", "F", "C", "C", "F", "C", "F", "H", "H", "H", "H", "H", "H", "H", "H", "H", "H", "H", "H", "H", "H", "H", "Cl", "C", "C", "C", "C", "O", "C", "C", "O", "C", "H", "H", "H", "H", "O", "S", "C", "C", "C", "C", "H", "H", "H", "H", "H", "H", "H", "H"],
  "positions_angstrom": [[-0.48, 0.20, 0.14], [-1.36, 2.53, -2.02], [0.13, 2.83, -1.94], [0.69, 2.34, -0.66], [0.53, 3.33, 0.45], [1.23, 4.67, 0.26], [2.10, 1.90, -0.83], [2.68, 1.25, 0.43], [1.69, 0.35, 1.02], [2.07, -0.65, 1.85], [1.07, -1.49, 2.38], [-0.27, -1.14, 2.08], [1.29, -2.61, 3.15], [0.25, -3.34, 3.53], [2.57, -2.96, 3.50], [3.59, -2.13, 3.06], [4.84, -2.42, 3.39], [3.37, -1.02, 2.28], [4.42, -0.29, 1.92], [-1.76, 2.91, -2.96], [-1.52, 1.44, -1.99], [-1.90, 3.01, -1.21], [0.65, 2.33, -2.76], [0.31, 3.90, -2.04], [-0.54, 3.50, 0.58], [0.90, 2.86, 1.36], [0.77, 5.27, -0.52], [1.15, 5.23, 1.19], [2.29, 4.56, 0.03], [2.11, 1.17, -1.63], [2.74, 2.74, -1.12], [3.59, 0.73, 0.12], [2.98, 2.01, 1.16], [2.77, -3.83, 4.11], [-8.14, 0.89, 0.58], [-6.42, 0.97, 0.58], [-5.79, 2.16, 0.99], [-4.42, 2.27, 1.01], [-3.59, 1.19, 0.63], [-2.29, 1.30, 0.71], [-4.25, 0.01, 0.17], [-3.51, -1.08, -0.34], [-2.26, -1.11, -0.49], [-5.66, -0.08, 0.17], [-6.40, 3.00, 1.31], [-3.94, 3.18, 1.34], [-4.08, -1.97, -0.65], [-6.13, -0.99, -0.18], [0.36, -1.42, -1.09], [-0.15, -2.70, -0.41], [1.33, -3.77, -0.31], [1.07, -4.97, -1.21], [0.23, -4.45, -2.38], [-0.91, -3.69, -1.73], [1.50, -4.02, 0.73], [2.14, -3.14, -0.67], [0.50, -5.73, -0.66], [2.01, -5.42, -1.53], [-0.14, -5.26, -3.01], [0.83, -3.78, -2.99], [-1.61, -4.36, -1.23], [-1.45, -3.00, -2.38]],
  "lowdin_charge": [1.46, -0.04, -0.19, -0.27, -0.21, -0.04, -0.15, -0.16, -0.09, -0.16, -0.11, -0.05, -0.24, 0.13, 0.10, -0.20, 0.15, -0.12, 0.12, 0.11, 0.06, 0.08, 0.13, 0.13, 0.12, 0.12, 0.08, 0.10, 0.08, 0.13, 0.14, 0.13, 0.14, 0.16, 0.75, -0.65, -0.03, 0.03, -0.27, -0.20, -0.10, -0.07, -0.20, -0.02, 0.13, 0.13, 0.16, 0.13, -0.57, 1.07, -0.24, -0.20, -0.20, -0.26, 0.09, 0.12, 0.13, 0.13, 0.13, 0.13, 0.12, 0.11]
}